No. 1
{
  "formula": "H12O34S7Zn4",
  "method": "ωB97M-V/def2-TZVPD",
  "total_charge": -6,
  "homo_lumo_gap_ev": 2.77,
  "symbols": ["Zn", "Zn", "Zn", "Zn", "S", "S", "S", "S", "S", "S", "S", "O", "O", "O", "O", "O", "O", "O", "O", "O", "O", "O", "O", "O", "O", "O", "O", "O", "O", "O", "O", "O", "O", "O", "O", "O", "O", "O", "O", "O", "O", "O", "O", "O", "O", "H", "H", "H", "H", "H", "H", "H", "H", "H", "H", "H", "H"],
  "coordinates": [[-1.9047, -2.7385, 0.6673], [-1.5568, 1.1196, -2.5103], [2.9363, -0.6425, -1.3949], [-1.3879, 1.4900, 2.6215], [0.1372, -0.0878, 0.1862], [-0.0462, -5.4584, -0.3806], [-1.5250, -1.7238, 3.8036], [-0.0890, 4.5505, 2.0934], [-3.3258, -1.7304, -2.2697], [1.2695, 0.2392, -4.0764], [-3.5579, 2.0930, 0.0544], [0.0993, 0.7149, 1.4231], [-1.5233, -0.2946, 3.3711], [-0.2233, -1.9849, 4.4040], [1.5731, -0.2152, -0.1279], [-4.6294, -1.1484, -1.9866], [-0.4780, -1.3923, 0.4332], [-3.4065, -2.7165, -3.3640], [-2.3752, -0.6547, -2.6823], [-1.0344, -4.3953, 0.0148], [-1.7386, -2.6322, 2.6147], [-0.5243, 0.5629, -0.9222], [-0.7749, -6.7592, -0.4097], [2.4639, -0.1589, 2.8989], [1.3804, 4.3719, 2.2769], [-3.9147, 3.5055, 0.2427], [1.1374, -0.7608, -5.1380], [-2.6986, 1.5845, 1.1845], [-4.7552, 1.2515, 0.0795], [1.5733, 2.7641, -0.0861], [-0.3685, 4.7366, 0.6668], [-2.6256, -1.9755, 4.7517], [-2.7949, -2.4419, -1.0599], [3.2890, 1.3749, -1.5733], [4.3600, -0.8076, 0.0605], [-0.5925, 3.1137, -2.3779], [-0.7797, 3.3419, 2.6550], [2.2498, 1.2716, -4.4696], [1.0648, -5.5058, 0.6103], [0.5590, -5.1877, -1.6968], [1.7373, -0.4776, -2.8428], [-0.5364, 5.7083, 2.8944], [-0.0333, 0.8539, -3.7461], [1.3203, -3.1737, 1.9173], [-2.8227, 1.9771, -1.2331], [1.3282, -3.9375, 1.3093], [3.5153, 1.9680, -2.2937], [0.5571, -2.6470, 1.6039], [-0.3068, 3.1933, -1.4448], [1.8869, 0.0282, 2.1278], [0.1742, 3.3503, -2.9054], [1.5090, 3.5269, 0.5377], [3.0406, 0.6117, 2.9343], [4.5928, 0.0005, 0.5292], [4.7085, -1.5388, 0.5791], [1.2391, 2.0117, 0.4386], [2.6276, 1.8712, -0.9936]],
  "atomic_forces_ev_per_a": [[0.2757, -0.1436, -0.9557], [-0.6650, -0.7586, 1.2317], [-2.0415, 0.7991, -0.4806], [-0.1285, -0.1875, -1.6044], [-3.0687, -0.9517, -0.3979], [0.2391, -0.8372, -0.5656], [0.4041, -0.6164, 0.9150], [0.0981, 1.0651, 0.3600], [-1.0064, -0.5739, -0.7042], [-0.3120, -0.9482, -1.5023], [-1.7877, -0.1844, 0.8555], [1.0808, 0.5440, -0.1989], [-0.7433, 0.6179, -0.0445], [-0.1649, -0.2457, 0.0699], [1.7066, -0.4518, 0.7230], [-0.2769, -0.0242, 0.0957], [1.3350, 0.6670, -0.0753], [0.1115, 0.1323, 0.0978], [0.4787, 0.1409, -0.3327], [0.2376, -0.1802, 0.1606], [-0.3589, 0.3291, -0.0052], [1.0508, 0.2558, 0.8661], [0.1296, 0.1471, 0.2259], [0.6847, 0.2153, -0.3824], [0.4298, -0.3478, -0.1857], [0.2983, 0.2091, 0.1599], [0.0486, 0.4394, 0.0621], [0.4397, 0.1943, -0.1072], [0.0593, 0.2209, -0.3713], [0.5697, -0.2535, -0.0861], [-0.0931, -0.2202, 0.0554], [-0.1141, 0.2749, -0.1338], [0.0036, 0.1517, 0.5289], [0.8937, 0.7027, 0.9337], [1.0365, -0.2066, -0.3001], [-0.0936, 0.6193, 0.1861], [-0.1445, -0.4864, 0.5132], [0.3039, 0.5092, 0.4471], [-0.0858, -0.1976, 0.3896], [-0.3696, 0.2312, -0.0537], [0.5753, -0.7263, 0.2830], [-0.0773, 0.1861, 0.1098], [0.5592, 0.2298, -0.7567], [0.2162, 0.6037, -0.3291], [0.2256, 0.1594, -0.5338], [-0.2446, -0.3493, 0.1097], [-0.4043, -0.3657, -0.4423], [0.6487, -0.2852, 0.4562], [-0.2818, 0.0297, -0.0315], [-0.1289, -0.2498, 0.5521], [0.1658, -0.4421, 0.0029], [0.0170, -0.1905, -0.0088], [-0.2804, 0.2102, 0.0588], [-0.5140, 0.1536, -0.0171], [-0.6059, -0.2128, 0.1203], [-0.3214, 0.4158, 0.0980], [-0.0102, 0.1825, -0.0614]],
  "mulliken_charge": [0.522, 0.202, -0.078, 1.343, -0.945, 1.090, 0.907, 0.851, 0.892, 1.127, 1.028, -0.252, -0.676, -0.744, 0.504, -0.736, 0.356, -0.803, -0.565, -0.275, -0.509, 1.604, -0.821, -0.689, -0.865, -0.795, -0.744, -0.469, -0.727, -0.684, -0.659, -0.814, -0.383, -0.363, -0.251, -0.472, -0.609, -0.840, -0.909, -0.767, -0.339, -0.804, -0.428, -0.667, -0.450, 0.440, 0.260, 0.200, 0.254, 0.328, 0.280, 0.207, 0.241, 0.280, 0.266, 0.331, 0.616]
}


No. 2
{
  "formula": "C10H24NSi",
  "method": "ωB97M-V/def2-TZVPD",
  "smiles": "CC[NH+](CC)[C@]1(CC)CCC[SiH2]1",
  "total_charge": 1,
  "homo_lumo_gap_ev": 11.54,
  "symbols": ["Si", "N", "C", "C", "C", "C", "C", "C", "C", "C", "C", "C", "H", "H", "H", "H", "H", "H", "H", "H", "H", "H", "H", "H", "H", "H", "H", "H", "H", "H", "H", "H", "H", "H", "H", "H"],
  "coordinates": [[1.3945, -1.4591, -0.9944], [-0.9633, -0.1190, -0.1823], [0.6905, -0.0678, 1.8098], [1.0805, 1.1778, -0.4498], [2.7536, -0.2241, -1.6751], [2.6149, 0.9450, -0.7536], [-1.7703, 1.1268, 0.1704], [2.1664, 0.0437, 2.3930], [-1.6211, -1.3861, 0.3828], [0.5800, -0.1406, 0.2193], [-2.7839, -1.9083, -0.4838], [-2.4847, 1.9439, -0.8764], [0.2332, -0.8538, 2.3939], [-3.7048, -1.1884, -0.3968], [0.1523, 0.7687, 2.1678], [-3.2333, -2.8917, -0.1489], [0.3656, -1.7428, -1.9512], [0.4868, 1.3560, -1.3715], [3.8055, -0.5972, -1.4446], [-2.7758, -2.0250, -1.6239], [3.0895, 0.8015, 0.3252], [-1.2052, 1.7681, 0.8438], [-0.8484, -2.1187, 0.3844], [2.4544, 0.0498, -2.6731], [0.9320, 2.0455, 0.2528], [-2.3180, 1.3037, -1.7674], [-1.0365, -0.2502, -1.1749], [2.1826, -0.7684, 3.2709], [-1.8437, -1.0425, 1.3952], [-3.5541, 1.9398, -0.6758], [1.6303, -2.7328, -0.1337], [-2.1805, 2.9734, -1.0614], [2.8929, 1.8908, -1.1995], [-2.5697, 0.7403, 0.8745], [2.8971, -0.4344, 1.6668], [2.4907, 1.0759, 2.4872]],
  "atomic_forces_ev_per_a": [[1.3245, 0.1722, 2.0094], [-0.3948, -0.5433, 0.9731], [1.5655, -0.5729, -0.8385], [0.7924, -0.1793, 1.2088], [0.8725, -1.9835, 2.0329], [-1.7724, 1.5120, 2.6377], [-1.1719, -0.1092, 3.2602], [-0.3039, -3.4467, -0.6874], [-0.2999, 0.6851, -1.1552], [-1.4174, 1.3625, -0.1513], [-3.5379, 0.8488, -0.3642], [0.1199, -1.5140, -1.4791], [-0.2044, -0.8257, -0.6643], [1.5765, -1.0823, 0.1176], [-0.5700, 1.3381, 0.0310], [0.9639, 1.0609, 0.0579], [-0.6782, -0.2001, -0.6928], [0.5361, 0.0492, 0.2685], [-1.2717, 0.0892, -1.4580], [1.2430, 0.2950, 1.5377], [-0.5564, 0.4216, -2.8036], [0.5203, -0.2288, -0.2404], [0.6429, -0.5677, 0.3210], [0.5977, -0.1622, -0.5749], [0.1555, -0.6667, -0.8069], [-0.5291, 0.9595, -0.3345], [0.3516, 0.1496, -0.8186], [0.3338, 2.7363, -1.2921], [-0.4992, -0.8647, -0.0959], [0.0406, 0.0273, -0.0774], [0.1861, 0.9374, -0.9215], [0.4436, -0.2848, 0.1440], [0.9092, 0.0651, -0.0103], [0.8724, 0.2658, -0.8310], [-0.8446, 0.4360, 0.8289], [0.0040, -0.1799, 0.8694]],
  "mulliken_charge": [0.295, 0.026, -0.597, -0.943, -0.813, -0.612, -0.371, -1.323, -0.793, 0.396, -1.170, -1.193, 0.599, 0.289, 0.313, 0.373, -0.118, 0.388, 0.366, 0.301, 0.179, 0.339, 0.465, 0.392, 0.371, 0.277, 0.479, 0.308, 0.526, 0.352, -0.067, 0.334, 0.460, 0.411, 0.400, 0.362]
}


No. 3
{
  "formula": "C2H3NO2",
  "method": "ωB97M-V/def2-TZVPD",
  "homo_lumo_gap_ev": [8.58, 9.21],
  "symbols": ["O", "O", "N", "C", "C", "H", "H", "H"],
  "coordinates": [[-0.1600, 1.3715, 0.0193], [-0.7800, -0.1944, -1.3059], [-1.0288, 1.0426, -0.9712], [0.1629, -0.8196, -0.4728], [0.3890, 0.1910, 0.6635], [0.0188, -1.9082, -0.3578], [-0.0416, -0.2417, 1.5695], [1.4398, 0.5588, 0.8555]],
  "atomic_forces_ev_per_a": [[-0.5078, -0.0841, 0.8904], [1.2751, -2.1065, 1.0035], [-0.1947, 0.9153, -0.0563], [-0.7940, 1.1394, -0.1116], [1.5534, -0.5619, -1.7392], [0.1154, 0.8743, -0.2697], [-0.5047, 0.8567, 0.3778], [-0.9426, -1.0332, -0.0950]],
  "mulliken_charge": [-0.213, -0.116, 0.002, -0.304, -0.062, 0.274, 0.216, 0.203]
}


No. 4
{
  "formula": "C3H5NO2S2",
  "method": "ωB97M-V/def2-TZVPD",
  "smiles": "CSC(=O)NOC=S",
  "homo_lumo_gap_ev": 9.31,
  "symbols": ["S", "S", "O", "O", "N", "C", "C", "C", "H", "H", "H", "H", "H"],
  "coordinates": [[-1.2249, 1.3181, -2.3281], [1.8268, -1.4754, 0.9298], [-0.5745, 1.7751, 0.1925], [-0.8823, -0.6327, 0.9548], [0.5268, 0.8601, 0.0894], [-1.3392, 1.8566, -0.8605], [0.2799, -0.2663, 0.7615], [0.6186, -2.8607, 1.4540], [0.2661, -2.2668, 2.4065], [0.1064, -3.3624, 0.6585], [1.3406, 1.5960, 0.3233], [-2.1913, 2.6231, -0.8041], [1.4595, -3.6091, 1.8549]],
  "atomic_forces_ev_per_a": [[0.6765, -1.5174, -1.8150], [-3.1041, 0.7194, -0.3368], [0.1661, -0.2478, 1.1537], [2.8527, 0.4824, 0.1508], [2.5245, 5.0688, -0.0235], [-2.3484, 2.5972, -0.7185], [-1.4627, -3.4545, 0.3107], [4.5910, 0.8925, 3.5268], [-0.5729, -2.1260, -2.2277], [-0.8781, 0.4816, -0.0897], [-1.8046, -3.1150, -0.5689], [1.3627, -1.0699, 1.3273], [-2.0027, 1.2887, -0.6893]],
  "mulliken_charge": [-0.277, -0.118, -0.158, -0.517, -0.270, 0.081, 0.555, -0.823, 0.318, 0.327, 0.306, 0.286, 0.289]
}


Calculated values (kcal per mole) of energy relative to the best compared isomer or geometry (same formula, charge and spin) for the records, taken in order: 0.00, 36.98, 136.78, 101.51.